11
Properties=species:S:1:pos:R:3:forces:R:3:mulliken_charge:R:1 method="wB97M-V/def2-TZVPD" max_force_ha_per_bohr=0.0957 multiplicity=1 homo_energy_ev=-10.0 e_above_lowest_ev=5.1300 lumo_energy_ev=0.578 total_charge=0 gap_ha=0.3881 energy_ev=-7761.39641
H 0.293 -1.131 0.867 4.7 -0.6 -1.3 0.207
H -0.898 -0.937 1.115 -0.4 1.2 -1.8 0.072
O -1.651 -0.194 -0.689 -0.7 0.6 -0.9 -0.441
H -0.805 1.757 -0.552 0.2 -0.1 0.1 0.270
C 0.849 -0.793 -0.268 -0.5 -0.8 1.8 -0.658
H -1.728 1.191 0.962 -0.2 0.2 -0.3 0.223
N 2.753 0.998 -0.335 -1.1 -1.0 -0.1 -0.395
C -0.533 -0.353 0.077 -1.8 -0.7 1.9 0.354
H 0.980 -1.682 -0.894 -0.3 0.4 0.2 0.387
C -1.169 0.941 0.065 -0.3 0.4 0.0 -0.285
C 1.907 0.202 -0.350 0.4 0.5 0.4 0.266